9 unconnected molecules or ions with the total composition C15H45B3N2O12S at a distorted geometry. Source: OMol25; level of theory: wB97M-V/def2-TZVPD.

```
! wB97M-V def2-TZVPD RIJCOSX def2/J DEFGRID3
* xyz 0 1
C -5.57 1.01 -0.96
B -5.13 2.30 -1.71
O -5.64 2.69 -2.95
B -4.71 3.19 -3.83
O -3.70 3.99 -3.33
B -3.18 3.43 -2.15
C -1.67 3.08 -2.03
C -1.27 2.32 -0.75
C -0.39 1.10 -1.04
C 0.64 0.87 0.07
S 2.08 -0.18 -0.29
C 1.64 -1.27 -1.56
N 0.59 -1.40 -2.30
N 0.86 -2.47 -3.15
C 2.04 -2.88 -2.86
O 2.61 -2.17 -1.85
O -4.12 3.12 -1.18
H -5.96 0.28 -1.66
H -4.69 0.58 -0.50
H -6.27 1.21 -0.16
H -4.72 2.90 -4.98
H -1.09 4.00 -2.14
H -1.43 2.48 -2.92
H -0.72 3.00 -0.11
H -2.17 1.98 -0.24
H 0.13 1.19 -1.99
H -1.00 0.21 -1.13
H 1.09 1.83 0.31
H 0.18 0.50 0.98
H 2.55 -3.69 -3.34
C -5.51 -0.12 2.73
O -4.52 0.62 2.02
H -6.12 -0.64 1.99
H -5.06 -0.85 3.40
H -6.16 0.55 3.31
H -3.98 1.09 2.67
C 4.93 -4.60 -0.51
O 4.24 -3.52 0.11
H 5.07 -5.37 0.25
H 4.35 -5.03 -1.33
H 5.92 -4.30 -0.88
H 4.11 -2.84 -0.55
C 6.08 1.49 0.69
O 5.11 1.04 1.63
H 6.77 2.14 1.22
H 6.64 0.65 0.27
H 5.62 2.06 -0.11
H 4.49 0.47 1.16
C 2.95 -6.55 2.60
O 2.38 -5.72 1.59
H 2.30 -7.42 2.71
H 3.95 -6.90 2.31
H 3.02 -6.03 3.55
H 2.96 -4.95 1.49
C 4.45 -4.15 5.84
O 5.02 -5.31 5.26
H 3.79 -3.70 5.10
H 3.86 -4.39 6.73
H 5.21 -3.41 6.11
H 5.61 -5.71 5.91
C -6.05 7.29 -4.60
O -5.28 6.16 -4.99
H -6.60 7.62 -5.47
H -6.77 7.03 -3.81
H -5.41 8.10 -4.25
H -4.79 5.85 -4.22
C 7.25 4.91 -1.58
O 6.39 4.58 -0.50
H 7.18 4.10 -2.31
H 6.95 5.84 -2.06
H 8.29 4.99 -1.26
H 6.45 5.28 0.15
C -5.68 -4.05 2.99
O -6.66 -3.39 2.19
H -4.73 -3.95 2.48
H -5.60 -3.58 3.98
H -5.90 -5.11 3.11
H -7.51 -3.48 2.63
*
```

Properties
Orbital gap in eV: 9.56
Max |F| in eV/Å: 1.036
E_tot in hartree: -2083.74391
E_LUMO in eV: 0.443